The following is a DFT calculation (wB97M-V/def2-TZVPD) of a gas-phase ion, C6H17NOP (charge +1) in a non-equilibrium geometry.

F_max = 6.2 eV Å⁻¹
Energy relative to the best compared isomer or geometry (same formula, charge and spin) = 99.12 kJ/mol
Total energy = -709.89057 hartree
LUMO energy = -2.9 eV
Net charge = +1
Gap between HOMO and LUMO = 0.42527 Ha
Structure (SMILES) = CC(C)[NH2+]CP(C)(C)=O

Structure (XYZ):
```
26
Properties=species:S:1:pos:R:3:forces:R:3
C 1.626 0.791 2.831 -1.619 0.052 -1.021
C -0.681 0.045 1.929 0.487 -0.105 -1.546
C 0.107 -1.000 -3.238 0.556 -2.150 0.562
C -2.220 -0.703 -1.477 -0.892 0.211 -1.716
C 0.462 0.680 -1.030 -2.066 -1.747 5.561
C 0.583 0.824 1.629 2.236 -2.414 1.157
N 1.319 0.266 0.410 -1.264 -0.377 -2.043
O 0.082 -1.994 -0.685 0.520 -1.160 1.791
P -0.456 -0.923 -1.514 1.026 2.084 -1.770
H 1.443 1.714 3.481 0.443 -1.759 -0.561
H 1.465 -0.219 3.253 0.342 0.887 0.667
H 2.613 0.786 2.374 0.293 0.386 0.483
H -1.126 0.714 2.652 -0.781 -0.728 0.571
H -0.508 -1.036 2.177 -0.162 1.204 0.333
H -1.277 0.043 0.995 -0.122 0.094 0.746
H 1.215 -0.880 -3.363 -0.970 -0.435 0.410
H -0.269 -1.938 -3.741 0.521 0.989 0.549
H -0.333 -0.178 -3.683 -1.031 1.777 -1.392
H -2.806 0.050 -2.110 1.310 -1.299 0.389
H -2.563 -1.732 -1.562 -0.226 -0.288 -1.133
H -2.622 -0.597 -0.529 -0.162 0.899 2.429
H 1.024 0.933 -1.815 2.933 1.018 -2.503
H -0.138 1.532 -0.688 0.049 -0.338 -0.250
H 0.372 1.817 1.459 -0.579 2.216 -0.860
H 1.150 -0.857 0.411 1.046 2.368 -0.276
H 2.318 0.668 0.449 -1.889 -1.384 -0.576
```
Forces are in eV/Å.